(1)
Density functional theory data (the ωB97M-V functional and the def2-TZVPD basis) for a molecular structure, C25H25F3MnN4O5S in a non-equilibrium geometry.

Geometry as ORCA input:
```
! RIJCOSX wB97M-V def2-TZVPD def2/J DEFGRID3
* xyz 0 2
Mn 0.60 0.51 0.58
C 3.46 2.65 -1.78
O 3.05 3.95 -1.36
C 2.54 4.13 -0.11
C 2.77 5.35 0.49
C 2.28 5.66 1.77
C 1.56 4.73 2.46
C 1.30 3.46 1.88
C 0.54 2.53 2.62
N 0.23 1.31 2.25
N -0.46 0.55 3.17
C -0.75 -0.61 2.63
O -0.42 -0.93 1.43
C -1.48 -1.61 3.44
C -2.39 -1.22 4.42
C -3.06 -2.17 5.15
C -2.83 -3.52 4.93
C -1.92 -3.92 3.96
C -1.25 -2.97 3.21
C 1.75 3.15 0.57
O 1.45 2.06 -0.04
H 4.15 2.83 -2.60
H 2.61 2.06 -2.12
H 3.97 2.12 -0.97
H 3.35 6.08 -0.07
H 2.48 6.63 2.20
H 1.19 4.93 3.46
H 0.20 2.81 3.62
H -2.55 -0.17 4.59
H -3.77 -1.87 5.91
H -3.36 -4.27 5.51
H -1.73 -4.97 3.79
H -0.53 -3.27 2.46
C -2.48 0.50 -1.85
C -1.04 0.99 -1.91
C -0.35 0.54 -3.20
C -0.96 2.50 -1.75
O -0.35 0.36 -0.84
H -3.11 1.09 -2.52
H -2.87 0.60 -0.84
H -2.55 -0.54 -2.14
H -0.82 1.00 -4.06
H -0.41 -0.55 -3.30
H 0.71 0.82 -3.18
H -1.51 3.00 -2.55
H 0.08 2.83 -1.78
H -1.39 2.81 -0.79
F -1.95 -2.76 -4.87
C -1.27 -3.84 -4.42
F -0.47 -4.25 -5.41
F -2.18 -4.81 -4.22
C -0.52 -3.52 -3.16
C -1.23 -3.20 -2.01
C -0.51 -2.87 -0.87
N 0.82 -2.86 -0.83
C 1.49 -3.16 -1.94
C 0.87 -3.49 -3.13
H -2.31 -3.20 -2.00
H -1.01 -2.57 0.04
H 2.57 -3.12 -1.85
H 1.45 -3.73 -4.01
O 3.62 -2.32 0.18
S 2.55 -1.84 1.03
N 2.11 -0.42 0.79
*
```

The calculation puts the LUMO energy (spin up / spin down) at -2.48 / -1.45 eV. Its frontier orbital gap (spin up / spin down) is 5.748 / 6.946 eV. The HOMO energy (spin up / spin down) comes out at -8.2 / -8.4 eV.



(2)
Density functional theory data (the ωB97M-V functional and the def2-TZVPD basis) for 2 unconnected molecules or ions with the total composition CH2FPSi in a non-equilibrium geometry.

Geometry as ORCA input:
```
! RIJCOSX wB97M-V def2-TZVPD def2/J DEFGRID3
* xyz 0 1
C 1.81 -0.02 -0.30
F 1.90 1.25 -0.42
Si -2.50 -0.24 0.18
P 1.83 -1.54 -0.21
H -1.37 -0.51 1.15
H -1.67 1.07 -0.40
*
```

The value obtained for the energy above the lowest of the compared OMol25 structures with the same formula, charge and spin is 277.4 kJ/mol. The calculation puts the LUMO energy at -1.11 eV. Its frontier orbital gap is 7.889 eV. The HOMO energy comes out at -9.0 eV.



(3)
Density functional theory data (the ωB97M-V functional and the def2-TZVPD basis) for a molecular structure, C13H19BrCl2CrN5O4.

Geometry as ORCA input:
```
! RIJCOSX wB97M-V def2-TZVPD def2/J DEFGRID3
* xyz 0 4
Cr 0.03 0.85 1.13
C 0.05 3.17 -0.80
C -0.83 2.14 -1.49
N -1.51 1.36 -0.46
C -2.31 0.25 -0.98
C -1.44 -0.96 -1.21
C -1.90 -2.17 -1.70
C -1.00 -3.23 -1.76
C 0.30 -3.06 -1.31
C 0.66 -1.81 -0.81
C 1.99 -1.52 -0.16
N 2.03 -0.11 0.23
C 2.41 0.75 -0.89
C 2.32 2.20 -0.48
N 1.00 2.51 0.12
N -0.19 -0.80 -0.80
H -0.58 3.82 -0.19
H 0.57 3.79 -1.53
H -0.23 1.45 -2.09
H -1.54 2.64 -2.16
H -2.11 1.97 0.10
H -2.82 0.53 -1.91
H -3.08 0.00 -0.24
H -2.93 -2.29 -2.01
H -1.32 -4.19 -2.13
H 1.00 -3.88 -1.29
H 2.80 -1.75 -0.85
H 2.08 -2.14 0.73
H 2.68 0.02 1.00
H 1.73 0.53 -1.71
H 3.43 0.53 -1.24
H 2.52 2.86 -1.33
H 3.07 2.40 0.28
H 1.16 3.11 0.93
Cl -3.74 -1.74 2.23
C -2.17 -2.51 2.53
Cl -2.16 -4.15 1.84
C -0.96 -1.71 2.02
O 0.12 -2.25 2.02
O -1.24 -0.49 1.73
H -2.07 -2.63 3.61
O 2.36 2.17 2.59
N 2.01 1.21 3.27
O 1.02 0.53 2.81
Br -1.21 2.57 2.36
*
```

The value obtained for the energy above the lowest of the compared OMol25 structures with the same formula, charge and spin is 5.2 kJ/mol. The calculation puts the LUMO energy (spin up / spin down) at -0.10 / 0.27 eV. Its frontier orbital gap (spin up / spin down) is 8.819 / 9.204 eV. The HOMO energy (spin up / spin down) comes out at -8.9 / -8.9 eV.